Entry 1:
49
Properties=species:S:1:pos:R:3:forces:R:3 method="wB97M-V/def2-TZVPD" e_lumo_ev=-3.66 largest_force_ha_per_bohr=0.02982 orbital_gap_ev=7.782 e_above_lowest_ev=1.5737 total_charge=+1 total_energy_ha=-2397.61966 multiplicity=1 mol_weight_g_mol=555.88
Pd 0.8859 -0.9344 -0.0085 -1.24 -0.05 0.91
F 2.8492 0.1487 -2.5149 0.00 0.03 0.06
C 3.7617 0.3842 -1.5640 0.11 -0.01 0.06
F 4.9365 0.5449 -2.1514 0.03 -0.03 -0.01
F 3.4329 1.5573 -0.9779 0.06 -0.01 0.01
S 3.8128 -1.0053 -0.3047 -0.05 -0.26 -0.29
O 5.1986 -1.1877 -0.0330 0.05 0.05 0.15
O 3.0194 -0.4642 0.8342 -0.56 0.15 -0.64
O 3.0806 -2.0702 -0.9615 0.16 0.17 -0.15
C -2.8790 -3.0002 -1.0489 0.01 0.04 0.01
C -1.4154 -2.5058 -0.9807 -0.14 -0.02 0.03
N -1.2994 -1.3839 -0.0245 0.49 -0.13 -0.12
C -1.7452 -1.8229 1.3162 -0.09 0.11 -0.05
C -3.2272 -2.2535 1.2751 0.01 0.02 -0.03
N -3.7014 -2.1263 -0.1433 0.05 0.02 0.00
C -3.6091 -0.6920 -0.5767 0.03 -0.02 0.01
C -2.1303 -0.2552 -0.4706 -0.03 0.00 -0.04
H -2.9950 -4.0244 -0.7007 0.01 0.00 0.01
H -3.3038 -2.9169 -2.0472 0.00 -0.01 -0.01
H -1.0818 -2.1601 -1.9566 0.02 0.02 0.00
H -0.7472 -3.2983 -0.6533 0.02 -0.02 0.02
H -1.5893 -1.0023 2.0124 0.02 0.03 0.01
H -1.1159 -2.6456 1.6283 0.06 -0.09 0.00
H -3.8707 -1.6230 1.8856 0.01 0.01 0.01
H -3.3670 -3.2910 1.5716 0.01 0.00 0.00
H -4.6729 -2.4255 -0.1950 -0.02 0.00 0.00
H -4.2641 -0.1185 0.0755 0.00 0.02 0.00
H -3.9900 -0.6365 -1.5945 0.01 -0.01 -0.01
H -2.0090 0.5567 0.2439 0.01 0.00 0.00
H -1.7578 0.0911 -1.4296 0.01 0.01 0.01
O 1.2345 -1.0797 3.1580 0.49 -0.06 -0.22
S 1.6354 -2.3099 2.4599 -0.96 -0.06 0.48
N 1.0755 -2.5571 1.0894 0.99 0.32 -0.29
C 1.0513 3.2048 -2.3240 0.00 0.02 0.04
N 1.0230 3.0424 -0.8682 -0.08 -0.02 -0.04
C 1.4696 4.0287 -0.0410 -0.02 -0.04 -0.07
C 1.6117 3.8361 1.2854 0.04 -0.01 0.10
C 1.2756 2.5407 1.7858 0.04 0.01 -0.03
N 0.7718 1.6149 0.9821 -0.19 -0.16 -0.29
C 0.7109 1.8163 -0.3338 0.00 -0.05 -0.11
O 0.3765 0.8727 -1.1233 0.66 0.10 0.50
N 1.4347 2.1998 3.0643 -0.02 -0.06 0.03
H 1.0234 4.2660 -2.5560 0.01 0.01 0.01
H 0.1898 2.7113 -2.7600 -0.03 0.01 0.00
H 1.9564 2.7579 -2.7305 -0.01 -0.01 0.00
H 1.7168 4.9650 -0.5215 0.00 -0.01 0.00
H 1.9843 4.6202 1.9270 0.00 -0.01 -0.03
H 1.9153 2.8128 3.6978 0.00 -0.01 0.03
H 1.3375 1.2176 3.3032 0.03 0.07 -0.04

---

Entry 2:
47
Properties=species:S:1:pos:R:3:forces:R:3 method="wB97M-V/def2-TZVPD" e_lumo_ev=-7.93 largest_force_ha_per_bohr=0.14727 orbital_gap_ev=4.584 e_above_lowest_ev=0.8365 total_charge=+2 total_energy_ha=-1077.53339 multiplicity=1 mol_weight_g_mol=414.44
H -3.0037 -1.8861 -0.5459 -0.06 0.35 -0.12
N -1.9769 -0.0935 -1.0347 0.10 -0.14 -0.03
B -1.2426 2.2498 -1.7980 0.06 0.22 0.16
N -2.2933 1.1113 -1.5830 0.36 -0.06 0.18
C -3.6177 1.1109 -1.7975 0.55 -0.56 0.16
Zr 1.2431 0.1022 -0.2294 1.53 -2.35 7.03
H -4.0892 1.9811 -2.2182 -0.09 0.03 -0.05
C -4.1330 -0.1216 -1.4123 0.10 -0.29 0.13
H -5.1545 -0.4408 -1.4796 -0.14 -0.03 0.01
C -3.0629 -0.8741 -0.9328 -0.46 0.60 -0.27
H -1.7334 3.1832 -2.3804 0.10 -0.38 0.19
C 3.3419 0.4832 0.0890 0.06 0.04 -0.62
H 3.8075 -0.2782 0.7275 -0.20 -0.01 -0.10
H 3.5058 1.4646 0.5500 0.07 -0.01 -0.19
H 3.8234 0.4491 -0.9013 0.16 0.20 0.24
N -0.0274 1.6769 -2.5934 0.55 -0.51 0.36
N -0.6840 2.6869 -0.4187 0.52 -0.20 0.20
N 0.7152 0.6531 -2.0282 -0.96 0.87 -4.43
N 0.1283 1.8544 0.3308 -0.26 0.40 0.42
C 0.5464 2.0554 -3.7345 -0.44 -0.59 0.62
C -0.9059 3.8166 0.2608 0.32 -0.64 0.23
H 0.0986 2.8485 -4.3123 0.15 0.05 -0.07
H -1.5278 4.5876 -0.1676 0.05 0.04 0.08
C 1.6507 1.2399 -3.9766 0.42 -0.54 -0.09
C -0.2497 3.7369 1.4892 0.19 -0.34 0.27
C 1.7297 0.3412 -2.9277 -0.96 1.30 -0.13
C 0.3687 2.4889 1.5257 -0.73 0.63 -1.07
H 2.2959 1.2912 -4.8310 0.12 -0.05 -0.16
H -0.2294 4.4817 2.2660 -0.05 0.01 -0.01
H 2.4008 -0.4906 -2.7504 0.13 0.08 -0.12
H 0.9450 2.0102 2.3098 -0.06 0.14 -0.18
H -1.0206 -0.3324 -0.7612 -1.38 0.13 -0.34
C -0.6675 -3.1587 0.5172 -0.54 -0.27 -0.21
C 0.0679 -2.5539 1.6413 0.08 -0.55 2.04
C 0.1310 -3.0600 2.9559 -0.29 0.37 -2.02
C 0.9232 -2.1733 3.6957 0.75 1.63 -0.90
C 1.3273 -1.1466 2.8255 -0.64 -1.56 1.33
C 2.1531 0.0043 3.2219 0.36 0.73 0.35
N 0.7807 -1.3665 1.5662 0.24 1.11 -2.36
H -0.6226 -4.2560 0.6074 -0.01 0.41 -0.31
H -0.2622 -2.8711 -0.4668 0.00 -0.12 -0.03
H -1.7364 -2.8903 0.5512 0.28 -0.14 -0.09
H -0.3417 -3.9744 3.2885 0.10 0.10 -0.02
H 1.2031 -2.2162 4.7379 -0.02 -0.13 -0.06
H 1.5406 0.7727 3.7204 0.25 -0.07 -0.03
H 2.9041 -0.3202 3.9579 -0.19 0.21 -0.28
H 2.6992 0.4804 2.3948 -0.12 -0.10 0.27

---

Entry 3:
240
Properties=species:S:1:pos:R:3:forces:R:3 method="wB97M-V/def2-TZVPD" e_lumo_ev=-0.33 largest_force_ha_per_bohr=0.07521 orbital_gap_ev=9.608 total_charge=0 total_energy_ha=-17813.46360 multiplicity=1 mol_weight_g_mol=2326.65
C -1.1921 5.9961 4.1562 0.03 -0.15 0.52
C -2.5482 6.1995 4.8529 0.24 0.80 -1.00
C -2.3907 7.4726 5.6855 0.34 -0.52 0.54
S -1.4349 8.5819 4.6415 -0.52 0.68 0.77
O -0.3851 9.2025 5.4033 0.23 -0.13 0.28
O -2.3216 9.4317 3.9009 -0.45 0.25 -0.38
C -0.7748 7.3680 3.5781 0.47 -1.00 -0.25
H -1.2330 5.2169 3.4000 0.04 0.04 -0.14
H -0.5237 5.6686 4.9403 0.62 -0.11 0.05
H -2.9899 5.3317 5.3444 0.44 0.05 0.28
H -3.2646 6.4985 4.0847 -0.16 -0.21 -0.20
H -1.7722 7.4127 6.6111 -0.77 -0.25 -0.48
H -3.3993 7.8341 5.8120 0.05 0.77 0.59
H 0.3034 7.6058 3.4620 -0.69 -0.50 -0.03
H -1.3390 7.4927 2.6696 0.08 0.18 -0.63
C 2.2772 -2.6056 -3.7571 -0.14 0.47 -1.85
C 2.4514 -3.3211 -2.4644 0.15 -0.04 1.38
C 3.9452 -3.5517 -2.2367 0.84 -0.91 -0.18
S 4.8682 -2.4440 -3.2902 0.52 -1.34 -1.77
O 5.4762 -3.2859 -4.3467 -0.81 1.52 1.40
O 5.7021 -1.5262 -2.5419 0.06 -0.20 -0.20
C 3.4115 -1.6029 -3.8606 -0.08 0.39 -0.50
H 1.3679 -2.0323 -3.7826 -0.62 0.20 0.22
H 2.1904 -3.1832 -4.6811 0.44 -0.49 0.28
H 1.9820 -4.3016 -2.3729 -0.43 0.31 -0.09
H 2.0266 -2.5961 -1.7339 0.47 -0.84 0.14
H 4.3025 -4.5444 -2.5822 -0.49 0.44 0.13
H 4.3400 -3.4267 -1.2433 -0.22 0.27 0.59
H 3.5071 -1.1760 -4.8673 0.28 -0.11 0.36
H 3.2694 -0.8244 -3.1142 -0.01 0.32 0.03
C 3.8837 -1.0011 4.8078 0.49 2.34 0.95
C 4.3361 -2.3765 5.1973 0.19 -0.36 -0.97
C 3.0959 -3.1641 5.4242 -1.69 -0.94 0.20
S 1.8059 -2.3837 4.4163 -1.42 1.81 3.11
O 0.9084 -1.6785 5.3723 1.22 -0.90 -0.86
O 1.1308 -3.2020 3.4766 -0.06 -1.30 -1.43
C 2.7965 -1.1143 3.7608 0.94 -0.68 -0.98
H 4.7031 -0.3143 4.4806 -0.55 -0.70 0.16
H 3.4609 -0.5424 5.7203 0.11 0.02 -0.49
H 4.9735 -2.4099 6.0688 0.38 0.08 0.00
H 4.7968 -2.8347 4.3177 0.58 -0.07 0.25
H 2.6155 -3.0760 6.3955 0.38 0.11 0.33
H 3.1887 -4.2158 5.1869 -0.05 -0.17 -0.20
H 2.1132 -0.2936 3.6239 -0.03 0.51 -0.02
H 3.2243 -1.4369 2.7937 -0.32 0.20 0.21
C 0.2085 4.8823 -4.4981 0.98 0.99 0.38
C -0.6513 5.8175 -5.3594 -0.54 0.36 0.97
C -0.6264 7.2082 -4.6923 0.12 0.16 -0.20
S 1.0538 7.4480 -4.1164 -1.48 -1.06 2.07
O 0.9440 7.7148 -2.6775 0.72 0.03 -1.20
O 1.7557 8.3323 -4.9900 0.59 0.29 -0.29
C 1.5299 5.7198 -4.3647 1.10 -0.71 -0.70
H 0.3859 3.8652 -4.8888 -0.06 0.68 -0.18
H -0.2300 4.7221 -3.5196 -0.11 0.20 0.21
H -1.6958 5.5311 -5.4452 -0.01 -0.28 -0.22
H -0.1783 5.8979 -6.3008 0.21 -0.04 -1.37
H -1.2521 7.1822 -3.8085 0.06 0.17 0.05
H -0.8703 8.1068 -5.2887 -0.03 -0.73 -0.02
H 2.2695 5.3671 -3.6038 -0.77 0.55 -0.45
H 2.0648 5.7842 -5.3509 -0.43 -0.33 0.74
C 5.4453 -3.9014 1.5238 -0.35 -1.57 -2.41
C 6.1654 -5.2196 0.9771 -0.01 1.21 3.61
C 5.7225 -6.3116 1.9946 -0.37 0.51 -0.68
S 4.0285 -5.9012 2.4517 1.51 0.16 0.09
O 3.9503 -5.8394 3.8810 0.03 0.66 0.69
O 3.1620 -6.7976 1.7897 -1.49 -1.21 -1.07
C 3.9984 -4.3207 1.6270 -0.42 0.05 0.33
H 5.4938 -3.1562 0.7748 0.08 0.90 -1.09
H 5.8224 -3.3907 2.3576 0.76 -0.07 1.68
H 7.2676 -5.0834 0.9571 -0.85 -0.35 -0.60
H 5.6227 -5.5208 0.1100 0.43 0.19 -1.29
H 6.2096 -6.4557 2.9412 0.75 0.20 0.15
H 5.6348 -7.2205 1.4402 0.04 -0.93 0.09
H 3.3440 -3.6402 2.1437 -0.27 0.23 0.31
H 3.5366 -4.5254 0.6523 0.25 0.07 0.11
C -2.5400 7.1018 -1.6720 1.59 1.29 2.50
C -1.3124 6.7752 -0.6912 -0.14 -0.53 -2.34
C -1.5543 5.3492 -0.2354 -0.94 -0.17 0.10
S -3.3005 5.3829 0.1945 0.31 0.12 0.12
O -3.5118 5.9213 1.5260 0.32 -0.23 0.18
O -3.9271 4.1332 -0.1404 -0.38 -0.57 -0.21
C -3.7596 6.7275 -0.8713 -0.40 -0.69 -0.74
H -2.5118 6.4911 -2.5700 0.15 0.21 0.00
H -2.4853 8.1926 -1.8134 -0.28 -0.46 -0.64
H -1.1883 7.4428 0.1618 -0.62 0.08 0.00
H -0.3779 6.8745 -1.2443 -0.07 -0.18 -0.01
H -1.0156 5.2433 0.6731 0.50 -0.94 0.87
H -1.5124 4.4724 -0.9286 0.52 1.10 0.26
H -4.1196 7.3381 -0.0712 -0.15 1.37 -0.17
H -4.5346 6.4738 -1.5759 -0.65 -0.39 0.20
C 5.0189 1.8758 -3.8762 0.57 -1.06 1.96
C 6.1571 2.6631 -4.5037 0.54 -0.01 -0.56
C 6.7254 3.5492 -3.3933 0.09 0.52 -1.26
S 5.3591 4.0759 -2.4180 -1.35 -1.31 0.42
O 4.9876 5.4412 -2.6147 -0.04 0.72 -0.77
O 5.5383 3.6881 -1.0408 0.42 -0.51 0.61
C 4.1637 2.9059 -3.1525 -0.14 0.71 0.03
H 5.3732 1.1133 -3.1252 0.07 0.79 -0.53
H 4.4491 1.2646 -4.5382 -0.47 -0.04 -0.84
H 5.7313 3.2851 -5.2671 -0.29 0.45 -0.58
H 6.9793 2.1031 -5.0140 -0.76 0.10 0.66
H 7.1945 4.4726 -3.7278 0.28 -0.17 -0.13
H 7.3893 2.9229 -2.8600 0.72 -0.20 1.16
H 3.5324 3.4545 -3.8635 0.16 0.02 0.16
H 3.5538 2.5785 -2.3036 0.20 -0.26 -0.41
C -1.9191 -3.2208 5.0953 -0.30 0.92 0.16
C -1.9586 -2.0804 4.0239 1.04 -0.76 -0.01
C -2.6563 -0.9048 4.7000 0.47 -1.11 -0.38
S -3.9694 -1.6575 5.6482 -0.15 1.20 0.04
O -5.2214 -1.5626 4.9415 -0.47 -0.23 -0.47
O -3.9343 -1.1283 6.9826 0.18 -0.14 0.54
C -3.3616 -3.3103 5.5521 -1.11 -1.61 0.75
H -1.2937 -2.8898 5.9453 -0.11 -0.25 -0.42
H -1.6128 -4.2112 4.7790 0.38 0.06 -0.39
H -2.5650 -2.4121 3.1733 0.27 -0.01 -0.02
H -0.9300 -1.7897 3.6909 -1.14 -0.30 0.20
H -2.9661 -0.1909 3.9547 -0.41 0.47 0.16
H -1.9850 -0.5150 5.4385 0.28 0.65 0.36
H -4.0356 -3.7668 4.8075 0.59 0.12 -0.11
H -3.5685 -3.9015 6.4878 0.40 0.97 -0.59
C -4.2407 1.4984 -5.0407 0.01 -0.07 0.25
C -4.5868 1.3716 -3.5443 -0.38 0.50 0.21
C -4.8171 2.7930 -3.0379 -0.74 1.13 -0.04
S -3.6018 3.8157 -3.8731 -0.28 0.36 1.65
O -2.3763 3.9817 -3.0959 -0.50 -0.18 -0.12
O -4.2494 5.0337 -4.3126 0.22 -0.18 -0.38
C -3.2418 2.6487 -5.1327 0.14 0.67 -1.24
H -5.1476 1.7788 -5.6062 0.39 -0.39 0.12
H -3.7890 0.5562 -5.3979 -0.45 0.55 -0.11
H -3.7915 0.9012 -2.9827 0.34 -0.07 0.00
H -5.4692 0.7736 -3.3489 -0.17 -0.17 -0.17
H -4.7139 3.0318 -1.9753 0.06 -0.44 -0.02
H -5.7897 3.2569 -3.3695 0.82 -0.72 0.19
H -2.2097 2.4164 -4.9091 0.25 -0.51 -0.20
H -3.2923 3.2626 -6.0437 0.10 -0.54 -0.07
C -0.4183 -4.8442 1.3608 -0.05 0.12 0.20
C -0.0348 -6.3538 1.4093 0.37 0.10 -0.17
C -0.6550 -7.0889 0.1877 -0.66 -0.45 0.18
S -2.2865 -6.3322 0.1422 1.01 -0.14 -1.47
O -3.0369 -6.8595 1.2409 -0.55 0.04 0.61
O -2.8756 -6.3305 -1.1911 0.07 -0.23 0.29
C -1.6507 -4.7027 0.4371 -0.18 0.41 0.96
H 0.3979 -4.2375 0.9266 -0.23 -0.39 0.11
H -0.5138 -4.4525 2.4041 -0.40 -0.29 -1.03
H -0.2903 -6.7775 2.3981 -0.29 -0.11 -0.76
H 1.0364 -6.3875 1.3582 0.47 -0.40 -0.07
H -0.7436 -8.2154 0.2456 0.16 1.36 0.02
H -0.2718 -6.7745 -0.8050 0.37 -0.23 0.68
H -2.5113 -4.2394 0.9181 0.16 0.52 -0.10
H -1.3983 -4.2224 -0.5186 -0.29 -0.39 0.23
C 5.9183 0.2802 1.3145 1.03 -0.98 1.01
C 5.1285 1.3882 2.0352 -1.64 -1.02 -0.55
C 3.6559 1.3038 1.4930 0.16 -0.19 -0.36
S 3.7326 0.2249 0.0153 0.74 -0.91 2.28
O 3.0038 0.6689 -1.1229 -0.52 0.80 -1.38
O 3.3821 -1.0989 0.5131 0.31 -0.36 -0.36
C 5.5342 0.2634 -0.1309 -1.12 0.80 -0.11
H 5.7270 -0.7320 1.7357 -0.23 0.63 -0.01
H 7.0022 0.3746 1.4133 -0.04 0.38 0.03
H 5.5294 2.3576 1.8980 0.50 0.98 -0.79
H 5.0822 1.3121 3.1021 0.15 -0.57 0.65
H 3.2029 2.2426 1.2033 0.19 0.25 -0.13
H 2.9148 0.8165 2.1453 0.66 0.18 -0.28
H 5.8040 1.1807 -0.6142 -0.04 0.95 -0.18
H 5.8846 -0.4921 -0.7951 0.06 -1.00 0.05
C -7.1303 -4.6203 4.1571 0.69 0.61 -0.90
C -6.9758 -6.0677 3.6970 0.40 0.49 -0.24
C -5.5571 -6.1908 3.0772 0.05 -0.46 1.25
S -5.4019 -4.7315 2.0776 0.25 -0.06 0.48
O -5.8536 -5.0192 0.7459 -0.18 0.07 -0.71
O -4.0830 -4.1325 2.2545 -0.74 -0.05 0.06
C -6.6551 -3.7847 2.9734 0.07 0.51 -0.99
H -6.4752 -4.3080 4.9640 -0.01 -0.51 0.52
H -8.1392 -4.3301 4.3994 -0.37 -0.11 0.22
H -7.7176 -6.2477 2.9171 0.02 -0.10 -0.11
H -7.1912 -6.7520 4.4932 0.23 -0.57 0.39
H -5.4033 -7.1236 2.5322 0.07 0.40 -0.26
H -4.7343 -6.0888 3.8221 -0.68 -0.18 -0.26
H -7.4285 -3.5467 2.2246 0.24 -0.19 0.36
H -6.1318 -2.8776 3.2453 -0.17 0.32 0.24
C -1.2983 0.5469 -1.7170 0.81 -0.80 -0.35
C -0.4663 -0.8178 -1.7575 -2.93 -0.58 -0.08
C -0.3390 -1.3583 -0.3261 -0.40 0.53 -0.32
S -0.3726 0.0293 0.7656 -2.92 1.51 -0.85
O 0.9289 0.2972 1.2636 1.31 0.12 1.04
O -1.5136 -0.0909 1.6636 0.83 -0.08 -0.32
C -0.7360 1.2956 -0.5092 -0.94 0.87 0.14
H -2.3907 0.4144 -1.6068 0.66 -0.33 0.11
H -1.1404 1.0477 -2.6977 0.00 0.04 0.76
H 0.4823 -0.6448 -2.2043 0.82 0.15 -0.37
H -1.0650 -1.6030 -2.3368 1.14 1.10 0.44
H 0.6555 -1.7143 -0.1113 0.10 -1.07 0.03
H -1.2278 -1.9564 -0.0614 0.85 -0.16 0.07
H 0.1805 1.8307 -0.6945 0.66 -0.26 -0.26
H -1.4130 2.1060 -0.1450 0.14 -0.98 0.17
C 2.7201 4.9490 0.0532 0.34 0.14 0.13
Cl 2.2425 4.6211 1.7520 -0.13 0.21 -0.55
Cl 1.6688 4.1014 -1.1403 0.38 0.34 0.61
H 2.6715 6.0220 -0.1472 -0.28 -0.29 0.10
H 3.7612 4.6207 -0.0478 -0.51 -0.15 -0.17
C -4.2363 3.4909 2.9569 -0.50 -0.95 1.35
Cl -4.9982 2.6107 4.3779 0.40 0.20 -0.71
Cl -2.7021 2.7921 2.5107 0.25 -0.04 0.21
H -4.9129 3.4211 2.1476 -0.54 -0.23 -0.80
H -4.1665 4.4945 3.2832 0.47 0.79 0.13
C -4.6605 -3.5889 -2.0349 -0.67 -0.11 -0.21
Cl -3.4448 -2.4036 -1.5202 -0.10 -0.21 0.09
Cl -5.5506 -2.8879 -3.4425 0.23 -0.37 0.22
H -4.1395 -4.5045 -2.3499 -0.34 0.41 0.26
H -5.4199 -3.7778 -1.2475 0.86 0.17 -0.37
C -4.7670 -0.5399 1.0948 0.74 0.21 0.67
Cl -4.4929 0.8641 0.0035 -0.06 -0.40 0.36
Cl -6.0457 -1.5768 0.4924 -0.49 0.02 -0.04
H -3.8583 -1.1817 1.1353 -0.55 0.85 0.04
H -5.0409 -0.1140 2.0908 0.23 -0.54 -0.87
C -1.3262 -1.7510 -6.8377 0.64 -0.59 0.88
Cl 0.2807 -2.4733 -6.8066 0.67 -0.07 -0.12
Cl -1.7741 -1.2128 -5.2122 -0.10 0.22 0.10
H -1.2502 -0.9188 -7.5082 -0.58 0.23 -0.31
H -1.9668 -2.5818 -7.0660 -0.57 0.18 -0.55
C 0.5604 1.3703 6.1038 1.27 2.70 -1.03
Cl 2.1831 1.4292 6.8406 -0.45 0.02 0.06
Cl 0.6524 2.1583 4.4142 -0.16 -0.57 1.10
H 0.3136 0.3817 5.9220 -0.63 -1.80 -0.08
H -0.1062 1.9952 6.6875 -0.07 -0.31 -0.04
C -2.1081 -5.1935 -4.3853 0.23 1.63 -0.33
Cl -0.4473 -4.6617 -3.9157 -0.55 -0.08 -0.08
Cl -2.2005 -5.6553 -6.0824 0.03 0.20 -0.20
H -2.3011 -6.0604 -3.8317 -0.43 -0.98 0.98
H -2.8197 -4.3588 -4.1839 0.69 -0.71 -0.18
C 2.2233 1.1119 -7.5431 0.00 -1.02 0.47
Cl 3.8449 0.4958 -7.1234 -0.21 0.05 -0.32
Cl 1.6666 2.2498 -6.3351 -0.17 0.28 0.19
H 2.2560 1.5923 -8.4981 0.14 0.24 -0.41
H 1.5385 0.2545 -7.5461 0.30 0.30 -0.04
C 2.0410 -8.2751 -2.3065 0.54 -0.50 -0.32
Cl 2.6779 -6.9099 -1.3735 -0.04 -0.29 -0.02
Cl 1.7089 -9.7430 -1.3649 0.17 0.31 0.07
H 1.1245 -7.9866 -2.7591 -0.75 0.40 -0.17
H 2.7397 -8.5370 -3.1032 0.07 0.11 0.38